1.
Below is a molecular structure, C45H49CsF11I2N6O2P2Te in a non-equilibrium geometry, with properties calculated with ωB97M-V with the def2-TZVPD basis set.

The value obtained for the orbital gap (spin up / spin down) is 4.54 / 3.35 eV. As for the net charge: -2. The calculation puts the calculated total energy at -4888.08040 Ha. The multiplicity is 2. The highest occupied orbital energy (spin up / spin down) is -1.155 / -1.154 eV. The maximum force is 7.47 eV/A.

XYZ file:
```
119
Properties=species:S:1:pos:R:3:forces:R:3:lowdin_charge:R:1
Cs -1.30717 -0.10947 -1.33420 1.927 -1.645 -0.026 1.38
C 1.82951 -4.01052 0.55911 0.288 0.128 -0.145 -0.21
C 3.18945 -3.33655 0.74797 -0.033 0.211 0.162 -0.20
C 3.04452 -1.85392 1.14858 0.497 -0.029 0.117 -0.26
N 2.07852 -1.71652 2.18562 -0.384 -0.087 0.001 0.07
C 2.28587 -1.33922 3.38975 0.218 -0.389 -0.649 -0.26
C 3.53674 -0.87820 3.93923 0.443 0.433 -0.073 -0.07
C 4.03104 -1.03327 5.20137 -0.144 -0.130 -0.124 -0.16
C 3.44774 -1.68995 6.28998 0.289 -0.164 0.641 -0.19
C 2.14002 -2.15085 6.38164 0.123 0.182 -0.064 -0.17
C 1.08125 -1.99482 5.51538 -0.450 -0.354 0.221 -0.08
C 1.03778 -1.40875 4.20995 -0.517 0.295 0.263 -0.27
N -0.00669 -1.01356 3.56825 -0.179 0.202 -0.533 0.05
C -1.35549 -1.22843 3.97672 0.231 -0.351 0.426 -0.27
C -2.02150 -2.23133 3.01325 0.022 0.136 0.059 -0.15
C -2.48944 -1.60650 1.68125 -0.374 0.004 0.428 -0.25
N -2.00217 -2.31751 0.53292 -0.253 -0.620 -0.301 0.01
C -2.52123 -3.40317 0.07203 0.332 0.723 0.111 -0.25
C -3.65781 -4.08964 0.59293 -0.478 -0.062 0.436 0.02
C -4.42683 -5.06829 0.00878 -0.207 -0.018 0.293 -0.09
C -4.40090 -5.56808 -1.28939 -0.216 -0.126 0.042 -0.09
C -3.50523 -5.24273 -2.31513 0.375 0.053 -0.456 -0.09
C -2.33022 -4.55814 -2.21612 -0.127 -0.338 -0.518 0.01
C -1.72319 -4.02356 -1.02504 0.872 0.049 0.340 -0.24
N -0.47078 -3.99524 -0.78192 -0.986 -0.110 -0.064 0.10
C 0.57221 -4.53119 -1.58554 0.404 -0.347 -0.393 -0.21
C 1.71647 -4.96195 -0.64111 -0.096 0.045 0.061 -0.18
H 1.06828 -3.24181 0.44251 0.162 -0.005 0.223 0.08
H 1.56569 -4.54855 1.46841 -0.134 0.105 0.078 0.11
H 3.76763 -3.37309 -0.17866 0.081 -0.039 -0.005 0.03
H 3.76171 -3.86270 1.51797 0.111 0.055 -0.023 0.10
H 2.63062 -1.31367 0.28552 0.258 -0.007 -0.062 0.08
H 4.04829 -1.44506 1.37609 -0.149 -0.018 -0.142 0.10
H 4.20079 -0.41156 3.22019 0.042 0.026 -0.055 0.07
H 5.03515 -0.65422 5.37711 0.033 0.026 -0.088 0.08
H 4.08288 -1.84542 7.15797 -0.045 0.027 -0.001 0.06
H 1.90002 -2.65448 7.31769 -0.035 0.003 -0.043 0.08
H 0.13232 -2.37453 5.88119 0.014 0.004 -0.009 0.07
H -1.88944 -0.27135 3.92495 -0.184 0.041 0.062 0.09
H -1.47605 -1.61522 5.00453 -0.072 0.129 -0.056 0.09
H -2.87034 -2.68910 3.52616 -0.090 -0.120 -0.053 0.10
H -1.29215 -3.00896 2.78520 0.053 -0.054 0.102 0.12
H -2.06804 -0.60219 1.60655 -0.022 0.012 0.109 0.07
H -3.58795 -1.51156 1.67896 0.202 0.043 -0.042 0.10
H -3.95119 -3.78604 1.58981 -0.039 0.016 0.045 0.11
H -5.22560 -5.46713 0.63024 0.071 0.082 -0.010 0.10
H -5.18332 -6.27377 -1.55081 0.007 0.074 0.044 0.09
H -3.74692 -5.64454 -3.29653 0.034 0.057 0.066 0.10
H -1.71355 -4.47649 -3.10508 -0.096 0.016 -0.046 0.12
H 0.94043 -3.73630 -2.24754 -0.034 0.023 0.017 0.13
H 0.27368 -5.38286 -2.22282 -0.026 0.228 0.055 0.11
H 2.65049 -4.99236 -1.20653 0.032 -0.076 -0.056 0.09
H 1.51453 -5.97788 -0.29255 0.008 -0.060 -0.081 0.10
I 4.32799 -1.88682 -2.84034 -0.024 0.218 -0.044 0.72
C 4.27742 0.21805 -3.18665 0.048 0.063 0.201 -1.15
I 3.74821 1.37441 -1.47086 0.079 -0.188 -0.223 0.84
H 3.54121 0.40162 -3.95288 -0.171 -0.052 -0.037 -0.08
H 5.26861 0.51547 -3.50706 -0.010 -0.020 0.101 -0.05
O -2.06473 2.32728 1.43404 -0.521 -0.582 -0.368 -0.03
N -1.21856 3.07569 2.14256 -0.358 0.517 0.785 -0.13
C -1.13507 3.00752 3.41355 -0.777 -0.443 -0.054 -0.09
C -0.12746 3.86830 3.97980 0.610 0.396 -0.075 -0.21
C -0.14098 4.32008 5.29623 -0.111 -0.115 -0.083 -0.04
C 0.80223 5.23528 5.71770 -0.014 0.072 0.050 -0.10
C 1.76216 5.70101 4.82928 0.053 0.065 0.045 -0.09
C 1.81772 5.21029 3.53757 -0.022 0.103 0.024 -0.07
C 0.88617 4.28057 3.09533 -0.222 -0.310 0.149 -0.27
P 0.94142 3.45852 1.45395 1.103 0.088 -0.314 1.13
C 0.35879 4.79350 0.36191 0.001 -0.116 0.000 -0.36
C -0.43616 5.84937 0.78832 0.077 -0.135 -0.038 -0.08
C -0.80243 6.84377 -0.10274 -0.148 0.201 -0.045 -0.10
C -0.38497 6.78714 -1.42270 0.040 0.095 -0.013 -0.13
C 0.36634 5.70723 -1.86278 0.063 0.116 -0.134 -0.09
C 0.73020 4.71341 -0.97728 -0.023 0.104 0.118 -0.15
C 2.77554 3.68376 1.21830 -0.231 0.025 -0.084 -0.41
C 3.53406 2.67664 1.81134 -0.080 0.014 -0.042 -0.15
C 4.91545 2.72066 1.78170 0.181 -0.027 0.073 -0.12
C 5.55600 3.76835 1.14037 0.148 0.035 0.041 -0.12
C 4.81206 4.77033 0.54007 0.120 0.125 -0.072 -0.10
C 3.42918 4.72966 0.57669 0.039 0.008 -0.003 -0.12
H -2.42642 1.57137 1.93606 0.141 0.186 0.145 0.10
H -1.74823 2.35083 4.03048 -0.013 -0.101 -0.077 0.14
H -0.90633 3.96617 5.97290 -0.063 -0.033 0.073 0.11
H 0.78388 5.60373 6.73312 -0.014 0.014 0.096 0.09
H 2.47444 6.44960 5.14938 0.076 -0.003 0.037 0.10
H 2.58306 5.56308 2.86080 0.070 -0.012 0.023 0.10
H -0.76944 5.89242 1.81609 0.024 0.025 0.087 0.10
H -1.41665 7.67015 0.23413 -0.002 0.026 0.020 0.09
H -0.64495 7.58415 -2.10802 -0.062 -0.004 -0.045 0.10
H 0.66075 5.63620 -2.89962 0.037 -0.021 -0.104 0.11
H 1.30347 3.86181 -1.31458 0.055 -0.059 -0.120 0.09
H 3.02104 1.85655 2.29860 0.011 -0.150 0.072 0.10
H 5.49371 1.93591 2.24994 0.004 -0.075 0.013 0.10
H 6.63619 3.80424 1.10220 0.075 -0.022 0.001 0.09
H 5.31190 5.59227 0.04224 0.029 0.008 -0.037 0.10
H 2.85800 5.51931 0.10775 -0.004 0.044 -0.011 0.10
F 0.38425 -0.04874 -3.16847 0.952 0.104 -1.572 -0.47
P 0.18873 0.29466 -4.76277 0.892 0.312 -0.992 0.17
F 0.50871 1.86294 -4.45882 -0.289 -0.496 0.106 -0.17
F -0.06747 -1.28105 -5.06800 -0.180 0.343 0.263 -0.17
F 0.03972 0.63630 -6.34318 -0.158 -0.093 0.271 -0.17
F 1.79409 0.04387 -5.00134 -0.298 -0.004 0.191 -0.20
F -1.39806 0.54257 -4.54586 0.296 -0.120 0.280 -0.19
C -3.13920 5.04573 -3.00198 0.022 0.029 0.029 -0.08
C -3.42698 3.86032 -2.08296 -0.630 0.346 -0.213 -0.20
C -2.21447 3.17540 -1.72638 0.012 0.107 0.030 -0.23
N -1.23047 2.65931 -1.46590 0.592 0.348 0.025 0.07
H -4.07228 5.50486 -3.32084 -0.081 0.023 -0.014 0.07
H -2.59509 4.71202 -3.88156 0.053 0.018 -0.112 0.08
H -2.53694 5.78923 -2.48525 0.005 0.025 -0.034 0.05
H -4.08551 3.14781 -2.58223 -0.044 -0.041 0.111 0.10
H -3.92285 4.18608 -1.16695 -0.032 -0.118 -0.014 0.12
F -5.53113 2.34485 -0.23803 0.884 -1.193 -0.241 -0.41
Te -5.00568 0.48884 -0.57574 -7.431 0.701 -0.312 1.81
F -5.60847 0.14074 1.24019 0.918 0.068 -1.100 -0.41
F -5.20620 -1.38084 -0.96285 0.828 1.000 0.226 -0.39
F -5.12758 0.90971 -2.46758 0.832 -0.378 1.252 -0.40
F -6.92667 0.39887 -0.86648 1.100 -0.077 0.195 -0.41
O -3.31577 0.65156 -0.29654 -0.214 0.737 1.214 -0.94
```
Forces are in eV/Å.

2.
Below is a gas-phase ion, C3HO4 (charge -1) in a non-equilibrium geometry, with properties calculated with ωB97M-V with the def2-TZVPD basis set.

The value obtained for the orbital gap is 8.54 eV. As for the net charge: -1. The calculation puts the calculated total energy at -415.83803 Ha. The multiplicity is 1. The highest occupied orbital energy is -4.445 eV. The maximum force is 2.87 eV/A. The relative energy (zero: lowest compared OMol25 entry of this formula, charge and spin) comes out at 249.0 kJ/mol.

XYZ file:
```
8
Properties=species:S:1:pos:R:3:forces:R:3:lowdin_charge:R:1
C -3.21908 -0.18172 -0.05449 0.154 0.823 2.741 -0.68
C 0.48905 -0.76606 0.60668 1.055 0.042 -1.098 -0.03
C -1.73113 0.42343 0.01190 0.585 2.168 -0.078 -0.24
O -3.59478 -0.70805 -1.07329 -0.181 -0.492 -1.050 0.01
O -3.74810 0.08238 1.06494 0.707 -0.441 -1.591 -0.03
O -0.72024 -0.42956 0.74103 -1.716 -0.135 0.770 -0.12
O -1.41730 1.57935 -0.13760 -0.254 -2.036 -0.122 0.10
H 0.86538 -0.42745 -0.42909 -0.351 0.071 0.428 0.00
```
Forces are in eV/Å.